{"formula": "C5H11NO3", "method": "ωB97M-V/def2-TZVPD", "e_above_lowest_kj_mol": 407.6, "gap_ev": 9.23, "mol_weight_g_mol": 133.147, "largest_force_ev_per_a": 0.94, "homo_energy_ev": -8.7, "species": ["C", "C", "C", "O", "H", "H", "H", "H", "H", "H", "H", "H", "C", "N", "C", "O", "O", "H", "H", "H"], "xyz": [[-2.08376, 0.38941, 0.13393], [0.40085, 1.80650, -0.52283], [-1.99516, -0.50148, 1.21199], [-0.33753, 0.62550, -0.77480], [-2.16415, 1.45379, 0.31916], [-2.48184, 0.06285, -0.81649], [0.78529, 1.83692, 0.50645], [-0.24899, 2.67179, -0.67598], [1.23426, 1.85894, -1.22826], [-2.01734, -0.07086, 2.20989], [-0.72311, -0.88175, 1.19157], [-2.51122, -1.45060, 1.10054], [1.22339, -1.02089, 0.21503], [2.54026, -0.97477, 0.20121], [0.60427, -0.75232, -1.19225], [0.56201, -1.19986, 1.26727], [1.42578, -0.54198, -2.11184], [2.94283, -0.82733, -0.72338], [3.09433, -1.04560, 1.03882], [-0.25017, -1.43825, -1.35002]], "atomic_forces_ev_per_a": [[0.63, 0.28, -0.42], [-0.11, -0.24, 0.09], [0.84, -0.35, 0.23], [-0.59, -0.29, 0.24], [0.13, -0.01, -0.12], [-0.05, 0.02, 0.04], [0.01, -0.02, -0.06], [0.06, -0.02, -0.04], [-0.03, -0.01, 0.02], [-0.21, 0.02, -0.05], [-0.81, 0.19, -0.15], [0.01, 0.02, 0.00], [-0.22, 0.56, 0.37], [0.08, -0.12, -0.21], [0.35, -0.36, -0.03], [0.49, -0.08, -0.38], [-0.31, 0.14, 0.40], [-0.06, 0.05, 0.13], [-0.10, -0.07, -0.06], [-0.10, 0.29, -0.01]]}